Model 1:
An isolated molecule of C2H2ClNO2. Source: the OMol25 dataset; level of theory: the ωB97M-V functional and the def2-TZVPD basis.

Values from the calculation:
* SMILES: O=[N+]([O-])/C=C/Cl
* HOMO: -9.83 eV
* orbital gap: 8.57 eV
* LUMO energy: -1.269 eV
* charge: 0
* multiplicity: 1

Structure (XYZ):
```
8
C2H2ClNO2 | the OMol25 dataset | the ωB97M-V functional and the def2-TZVPD basis
O -1.852 -1.309 -0.068
N -1.676 -0.114 -0.013
O -2.526 0.737 0.109
C -0.381 0.440 -0.101
C 0.848 -0.522 0.155
Cl 2.337 0.131 -0.019
H -0.099 1.430 -0.475
H 0.551 -1.391 0.585
```

=====

Model 2:
An isolated molecule of C2H2ClNO2. Source: the OMol25 dataset; level of theory: the ωB97M-V functional and the def2-TZVPD basis.

Values from the calculation:
* SMILES: C=C(Cl)[N+](=O)[O-]
* HOMO: -10.66 eV
* orbital gap: 9.38 eV
* LUMO energy: -1.281 eV
* charge: 0
* multiplicity: 1

Structure (XYZ):
```
8
C2H2ClNO2 | the OMol25 dataset | the ωB97M-V functional and the def2-TZVPD basis
C -1.228 -0.048 -0.081
C -0.047 0.473 0.257
Cl 0.435 1.783 1.134
N 1.001 -0.405 -0.165
O 0.799 -1.441 -0.762
O 2.229 0.057 0.089
H -2.191 0.393 0.312
H -0.997 -0.812 -0.784
```

=====

Pick model 2: it beats the second-best structure by 0.0225 hartree.

=====

Model 1:
A structure of composition C3H4NP. Source: the OMol25 dataset; level of theory: the ωB97M-V functional and the def2-TZVPD basis.

Values from the calculation:
* HOMO: -9.45 eV
* orbital gap: 9.64 eV
* LUMO energy: 0.195 eV
* charge: 0
* multiplicity: 1

Structure (XYZ):
```
9
C3H4NP | the OMol25 dataset | the ωB97M-V functional and the def2-TZVPD basis
C -0.255 1.072 0.443
C 0.720 0.142 0.574
C -0.786 0.029 -1.361
N -1.147 0.956 -0.553
P 0.795 -0.758 -0.987
H -0.323 1.896 1.233
H 1.787 0.349 1.460
H -1.545 -0.109 -2.153
H 0.113 -2.079 -0.926
```

=====

Model 2:
An isolated molecule of C3H4NP. Source: the OMol25 dataset; level of theory: the ωB97M-V functional and the def2-TZVPD basis.

Values from the calculation:
* HOMO: -8.39 eV
* orbital gap: 8.41 eV
* LUMO energy: 0.023 eV
* charge: 0
* multiplicity: 1

Structure (XYZ):
```
9
C3H4NP | the OMol25 dataset | the ωB97M-V functional and the def2-TZVPD basis
C 1.279 -0.906 -0.258
C -0.170 1.497 0.308
C -1.642 -0.239 -0.478
N -1.103 0.673 0.076
P 1.431 0.634 0.260
H 2.109 -1.587 -0.214
H -0.211 2.418 0.700
H -1.929 -1.177 -0.076
H 0.236 -1.312 -0.318
```

=====

Model 3:
An isolated molecule of C3H4NP. Source: the OMol25 dataset; level of theory: the ωB97M-V functional and the def2-TZVPD basis.

Values from the calculation:
* SMILES: C#[PH]N=C=C
* HOMO: -9.13 eV
* orbital gap: 8.03 eV
* LUMO energy: -1.105 eV
* charge: 0
* multiplicity: 1

Structure (XYZ):
```
9
C3H4NP | the OMol25 dataset | the ωB97M-V functional and the def2-TZVPD basis
C 1.195 -1.518 -0.149
P 1.891 -0.013 0.377
N 0.672 1.214 0.042
C -0.468 0.813 0.246
C -1.614 0.258 0.150
H 0.058 -1.299 -0.128
H 2.620 0.184 -0.779
H -2.200 0.165 1.029
H -2.153 0.196 -0.786
```

=====

Pick model 1: it beats the second-best structure by 0.0515 hartree.